ORCA calculation (ωB97M-V/def2-TZVPD) on a structure of composition C35H51ClN3O5S3SnTe in a non-equilibrium geometry.

Calculated values
Expectation value of S²: 0.756
Charge: +2
Energy relative to the best compared isomer or geometry (same formula, charge and spin) in kcal/mol: 0.0
HOMO level (spin up / spin down) in eV: -13.08 / -13.08
Calculated total energy in eV: -109961.3077
Spin multiplicity: 2
Kohn-Sham gap (spin up / spin down) in eV: 7.71 / 5.18

The geometry in XYZ format:
```
100
Properties=species:S:1:pos:R:3:forces:R:3
Sn -0.681 -1.288 0.158 -0.8 0.4 -0.4
C -1.953 -6.392 1.072 0.4 0.0 0.1
C -2.859 -5.168 1.069 0.1 0.3 -0.3
S -2.752 -4.010 -0.328 -0.4 -0.2 -0.2
C -3.036 -5.044 -1.820 0.1 0.5 0.6
C -1.798 -5.835 -2.224 0.5 0.1 0.2
S -0.292 -5.004 -1.561 -0.3 -0.7 0.1
C 0.863 -6.412 -1.408 0.0 0.3 -0.1
C 0.511 -7.203 -0.159 -0.2 0.1 0.3
S -0.164 -5.993 1.054 -0.5 -0.6 -0.8
H -2.178 -7.070 0.252 0.0 0.0 0.0
H -2.128 -6.920 2.011 0.0 -0.1 0.0
H -2.632 -4.531 1.925 -0.2 -0.1 0.1
H -3.896 -5.506 1.127 0.1 0.0 0.2
H -3.301 -4.318 -2.587 -0.1 0.0 0.0
H -3.894 -5.689 -1.642 0.0 0.0 -0.1
H -1.691 -5.890 -3.308 0.0 -0.1 0.0
H -1.828 -6.846 -1.829 0.0 -0.1 0.0
H 1.831 -5.924 -1.283 0.0 -0.1 -0.1
H 0.860 -7.002 -2.324 0.1 0.0 0.0
H 1.397 -7.649 0.291 0.0 0.0 0.0
H -0.210 -7.999 -0.332 -0.1 0.0 0.0
O -0.255 -3.341 1.891 -1.3 -0.2 0.9
Cl 1.122 -3.146 1.550 -0.2 0.4 -0.8
O 1.959 -4.027 2.207 1.3 -1.2 1.2
O 1.203 -3.325 0.123 0.5 -0.2 -1.3
O 1.434 -1.771 1.791 0.4 1.2 0.6
N -2.525 -0.125 -1.253 0.0 0.0 0.3
C -3.093 -0.433 -2.574 0.0 0.1 -0.4
C -2.129 -0.108 -3.709 -0.2 -0.4 0.1
C -0.974 -1.104 -3.882 0.2 0.3 0.0
C 0.384 -0.618 -3.367 -0.1 0.1 -0.3
N 0.711 -1.216 -2.063 0.4 -0.1 0.2
H -3.269 -0.224 -0.563 0.1 0.1 0.1
H -2.286 0.863 -1.251 0.1 0.1 0.2
H -4.014 0.140 -2.732 0.0 -0.1 0.1
H -3.343 -1.495 -2.595 -0.1 0.0 0.0
H -1.741 0.901 -3.562 0.0 0.1 -0.1
H -2.716 -0.102 -4.626 0.0 0.1 0.0
H -0.872 -1.329 -4.944 0.0 -0.1 0.1
H -1.217 -2.041 -3.373 -0.1 -0.2 -0.1
H 0.376 0.466 -3.242 0.0 -0.1 -0.1
H 1.155 -0.871 -4.105 0.0 0.1 0.2
H 1.659 -0.928 -1.805 -0.2 -0.1 0.0
H 0.767 -2.231 -2.184 0.1 0.2 0.2
C 5.691 5.264 3.332 0.1 0.2 0.1
C 4.633 4.357 2.803 -0.2 -0.3 -0.2
C 4.758 2.973 2.858 -0.2 0.2 -0.1
C 3.774 2.135 2.347 -0.2 -0.1 -0.1
C 3.958 0.651 2.402 0.1 -0.1 0.1
C 2.634 2.706 1.775 0.4 -0.2 0.1
Te 1.165 1.355 1.016 0.3 1.6 0.2
N -0.173 2.008 2.315 0.1 0.2 0.4
C -1.210 1.226 2.398 0.4 0.1 -0.5
O -1.412 0.261 1.556 -0.3 -0.7 -0.5
C -2.254 1.503 3.390 -0.4 0.0 0.3
C -2.082 2.493 4.360 0.1 -0.1 -0.2
C -3.102 2.765 5.250 -0.1 0.0 0.1
C -4.298 2.068 5.171 0.0 0.0 -0.1
C -4.482 1.094 4.199 -0.1 0.0 0.1
C -3.460 0.800 3.319 0.2 0.0 -0.1
C 0.770 2.313 -0.869 0.0 -0.3 -0.2
C 1.838 2.161 -1.764 -0.1 0.0 0.1
C 3.135 1.562 -1.314 0.1 0.1 -0.2
C 1.700 2.598 -3.075 -0.1 0.2 0.1
C 0.514 3.162 -3.532 0.1 -0.1 0.2
C 0.348 3.608 -4.947 0.0 0.1 0.0
C -0.527 3.307 -2.625 0.2 -0.1 0.0
C -0.421 2.908 -1.297 -0.1 0.0 0.1
C -1.564 3.226 -0.383 0.0 0.0 0.1
C 2.476 4.094 1.717 -0.2 -0.1 -0.1
C 1.251 4.704 1.122 -0.1 0.1 0.0
C 3.484 4.897 2.229 0.1 -0.3 0.0
H 6.507 4.709 3.787 0.1 0.0 0.0
H 5.267 5.941 4.072 0.1 0.0 0.1
H 6.092 5.883 2.528 0.1 0.0 0.0
H 5.635 2.534 3.311 0.1 -0.1 0.1
H 4.603 0.381 3.235 0.0 -0.1 0.0
H 4.439 0.296 1.488 0.0 -0.1 0.0
H 3.002 0.132 2.520 0.3 -0.1 0.1
H -1.149 3.033 4.404 0.1 0.0 0.0
H -2.981 3.526 6.006 0.1 0.0 0.0
H -5.093 2.284 5.867 -0.1 0.1 0.1
H -5.427 0.576 4.133 0.0 -0.1 0.0
H -3.576 0.031 2.564 0.0 0.1 0.1
H 3.603 2.207 -0.570 0.2 0.0 0.0
H 3.822 1.455 -2.148 0.1 -0.1 0.0
H 2.989 0.578 -0.859 0.2 -0.1 0.0
H 2.534 2.495 -3.754 0.1 0.0 -0.1
H 1.237 3.406 -5.536 0.1 0.0 -0.1
H 0.150 4.678 -4.980 0.0 0.1 -0.1
H -0.501 3.109 -5.409 -0.1 0.0 -0.1
H -1.447 3.771 -2.953 -0.2 0.1 0.0
H -2.514 3.184 -0.912 -0.1 0.0 0.0
H -1.452 4.247 -0.015 -0.1 0.0 0.1
H -1.600 2.568 0.476 -0.1 0.0 0.0
H 0.389 4.082 1.362 -0.1 0.3 0.0
H 1.353 4.780 0.038 -0.1 0.0 0.0
H 1.097 5.705 1.516 -0.1 0.0 0.0
H 3.370 5.971 2.191 -0.1 0.1 0.0
```
Positions in Å, forces in eV/Å.